1.
DFT (the ωB97M-V functional and the def2-TZVPD basis) results for a molecular structure, C41H92F14N10O24S10.

Output
**Kohn-Sham gap**: 8.56 eV
**DFT total energy**: -9350.44022 hartree
**Lowest unoccupied orbital energy**: -0.653 eV
**Largest force on an atom**: 11.69 eV Å⁻¹

```
! RIJCOSX wB97M-V def2-TZVPD def2/J DEFGRID3
* xyz 0 1
C -3.23729 2.18649 25.90513
O -1.81829 2.53092 26.11572
C -1.13322 1.71444 27.01018
C 0.14227 2.58113 27.27426
N 0.71288 3.04657 26.02189
H 1.23601 2.32027 25.51603
H -0.13806 3.28453 25.45443
C 1.59300 4.24764 26.24808
C 0.77316 5.47893 26.65582
O 0.01135 5.89262 25.59024
C -1.38283 5.96970 25.94865
H -3.68289 2.50195 26.84630
H -3.29004 1.12769 25.68942
H -3.49476 2.80159 25.02346
H -0.89770 0.71885 26.56524
H -1.65153 1.54169 27.99417
H 0.86784 2.00055 27.85745
H -0.14449 3.43097 27.85482
H 2.01891 4.48781 25.30169
H 2.29380 4.01969 27.04631
H 1.46197 6.24185 26.98495
H 0.23984 5.24804 27.58481
H -1.76415 5.04602 26.37172
H -1.99917 6.22834 25.08576
H -1.50116 6.78088 26.67986
C 2.29740 8.66489 25.30839
O 1.49214 9.27626 24.23785
C 0.50636 10.10771 24.55939
C -0.00347 10.62169 23.18000
N -0.55817 9.53790 22.29504
H -1.09335 10.00027 21.52363
H 0.20325 8.97135 21.77958
C -1.36905 8.33800 22.81796
C -0.38053 7.12635 22.80474
O 0.34679 7.37528 21.65582
C 1.23830 6.25577 21.28768
H 2.99871 8.11069 24.70100
H 1.66986 8.01989 25.93700
H 2.81463 9.40976 25.86980
H 0.75923 10.97708 25.16944
H -0.34008 9.67250 25.12467
H 0.90898 10.99327 22.70899
H -0.66592 11.41211 23.39742
H -2.13977 8.21665 22.05229
H -1.73744 8.65919 23.78366
H -0.90016 6.15178 22.61734
H 0.22955 7.06969 23.69505
H 2.16016 6.25796 21.89487
H 1.50543 6.45281 20.25891
H 0.70757 5.29281 21.37918
C 6.35190 -3.28129 21.93449
C 5.38293 -2.23369 22.53376
C 3.94025 -2.25700 21.93469
C 3.84657 -1.80933 20.48713
N 2.43640 -1.71006 19.94528
C 2.51655 -1.63906 18.42372
C 1.20310 -1.02651 17.96582
C 0.62303 -0.31956 19.26057
C 1.77902 -0.40997 20.26422
C 1.47893 -2.79737 20.36547
H 5.92457 -4.29780 21.99777
H 7.21335 -3.35040 22.60376
H 6.75784 -3.14981 20.92823
H 5.72998 -1.20085 22.37468
H 5.29035 -2.44839 23.60608
H 3.29354 -1.62879 22.59178
H 3.61879 -3.31215 22.02744
H 4.46006 -2.42283 19.78422
H 4.17650 -0.78251 20.38482
H 2.70410 -2.65003 18.03020
H 3.28858 -0.92933 18.16604
H 0.50524 -1.73546 17.54170
H 1.32609 -0.23353 17.20930
H -0.22799 -0.80658 19.71250
H 0.34469 0.71180 19.04532
H 1.45490 -0.43811 21.27509
H 2.56426 0.32117 20.07830
H 1.99945 -3.73820 20.15987
H 0.64423 -2.78944 19.69058
H 1.25476 -2.67362 21.41654
C 6.54063 10.42547 24.06309
C 6.28731 9.51657 22.84374
C 6.35153 8.00064 23.14744
C 6.63186 7.22931 21.85945
N 7.06553 5.79209 21.89621
C 8.31630 5.69269 22.70559
C 9.39218 6.22779 21.82551
C 8.90923 5.97078 20.43793
C 7.52101 5.29987 20.53944
C 5.99018 4.92673 22.49917
H 7.31271 9.91145 24.66305
H 5.67378 10.55969 24.70766
H 6.99765 11.35912 23.83431
H 7.03088 9.78853 22.06113
H 5.31778 9.85437 22.48943
H 5.50654 7.71795 23.72661
H 7.18411 7.92569 23.84592
H 7.28956 7.84166 21.28124
H 5.66179 7.19601 21.30936
H 8.50787 4.61664 22.92547
H 8.20655 6.24212 23.66084
H 10.38101 5.84332 22.13246
H 9.44036 7.33841 21.97861
H 9.56015 5.29326 19.91147
H 8.75582 6.94147 19.92320
H 7.76992 4.24115 20.56691
H 6.81139 5.52882 19.78069
H 6.43831 4.04270 22.92070
H 5.25465 4.76774 21.71573
H 5.46779 5.44997 23.30211
C 7.28079 -1.66742 25.84099
C 8.03902 -1.03155 27.04918
C 7.13762 0.03168 27.57501
C 6.92271 1.08533 26.51005
N 6.61833 2.40038 27.12730
C 6.71051 3.40394 26.02608
C 8.21243 3.75702 25.94154
C 8.82584 3.36235 27.25873
C 7.57136 3.05356 28.08896
C 5.23159 2.40196 27.67139
H 7.56595 -2.70831 25.64040
H 7.50584 -1.04757 24.95821
H 6.19775 -1.70793 26.03575
H 9.00039 -0.68093 26.70164
H 8.20436 -1.78338 27.79193
H 7.74966 0.45258 28.41243
H 6.22641 -0.33540 28.03177
H 6.11592 0.77580 25.84586
H 7.88817 1.10947 25.94910
H 6.14492 4.26443 26.33453
H 6.21695 2.96356 25.16007
H 8.41695 4.79011 25.65526
H 8.64926 3.19451 25.08153
H 9.44756 4.08893 27.79224
H 9.45447 2.45950 27.12630
H 6.98545 3.96120 28.33575
H 7.69633 2.39922 28.93225
H 4.61181 1.94632 26.89438
H 5.00267 3.42247 27.85864
H 5.09730 1.86725 28.56524
N 9.63598 2.21387 22.21944
S 8.31863 1.33205 22.40379
O 7.73123 1.75227 23.66539
O 8.26600 -0.01959 21.86711
F 7.36392 2.23779 21.34466
S 10.63953 2.18587 20.95870
O 11.58723 1.14385 20.93131
O 11.04069 3.50775 20.88904
F 9.73238 1.92742 19.67925
N 4.37587 4.21166 19.40083
S 3.99225 5.68772 18.80292
O 4.29638 6.77125 19.77802
O 2.68942 5.62029 18.18333
F 5.06703 5.91356 17.72771
S 3.31507 3.15213 19.84174
O 3.08637 2.30720 18.70037
O 2.18084 3.65002 20.60003
F 4.30280 2.43836 20.79219
N 2.42869 0.86782 25.37354
S 2.75109 -0.37194 26.26405
O 3.72931 -0.03859 27.24190
O 3.07288 -1.52775 25.47596
F 1.60021 -0.51434 27.00243
S 3.14379 1.11501 23.92837
O 2.28527 0.94386 22.76056
O 4.58672 0.94870 23.91260
F 3.00988 2.90428 24.19570
N -0.81269 0.64375 23.95958
S -0.74622 -0.83624 23.45094
O -0.45521 -1.62187 24.55851
O -0.49598 -1.07812 22.05863
F -2.50514 -1.08390 23.53608
S -0.79722 1.80140 22.88083
O -0.33304 1.36797 21.64061
O -0.53483 3.08377 23.52540
F -2.47268 1.96825 22.58831
C 4.14646 4.24172 31.10664
F 4.80642 5.16570 31.72889
F 5.09133 3.46842 30.52701
F 3.40664 3.53962 31.95384
S 2.86065 4.83086 29.92755
O 2.29197 3.59161 29.50763
O 2.08389 5.81927 30.58980
N 3.64542 5.37543 28.71268
S 3.84330 6.96634 28.44844
O 2.72821 7.65089 27.89558
O 4.57517 7.68581 29.39014
C 4.96195 6.68900 26.99450
F 4.96095 7.82720 26.32873
F 6.22223 6.28650 27.26768
F 4.53600 5.71590 26.07206
*
```



2.
DFT (the ωB97M-V functional and the def2-TZVPD basis) results for a molecular structure, C53H38BN10Re.

Output
**Kohn-Sham gap (spin up / spin down)**: 5.21 / 5.62 eV
**DFT total energy**: -2692.90446 hartree
**Lowest unoccupied orbital energy (spin up / spin down)**: -3.678 / -4.313 eV
**Largest force on an atom**: 3.46 eV Å⁻¹

```
! RIJCOSX wB97M-V def2-TZVPD def2/J DEFGRID3
* xyz 1 2
Re -0.00910 -0.13420 -0.32530
C 4.55540 -6.10300 -0.18820
C 3.59070 -5.75850 -1.12150
C 2.78190 -4.66000 -0.90510
C 2.94690 -3.87670 0.23930
C 3.91830 -4.22940 1.17160
C 4.71590 -5.33740 0.95480
C 2.02870 -2.75180 0.43920
C 2.45680 -1.47930 0.81920
C 3.69680 -1.11090 1.41670
C 3.44760 -0.00390 2.17600
C 2.07860 0.36250 1.99230
C 1.27960 1.29010 2.70640
C 1.42960 1.56840 4.13060
C 0.25550 1.89250 4.83550
C 0.26780 2.12440 6.19420
C 1.44580 2.01220 6.91460
C 2.60410 1.64060 6.25150
C 2.60120 1.42310 4.88600
C 0.19970 1.92720 2.02130
N -0.47650 1.48340 0.96440
C -1.17220 2.61270 0.36310
C -2.19470 3.15210 -1.49390
C -2.58820 4.18940 -2.46210
C -1.84240 4.31650 -3.63030
C -2.26700 5.16450 -4.63540
C -3.43310 5.89390 -4.48110
C -4.16430 5.78830 -3.31010
C -3.74810 4.93900 -2.29970
C -2.45990 0.55120 -1.66500
C -3.50320 -0.21250 -2.41770
C -3.89900 -1.23870 -1.65550
C -2.99800 -1.32120 -0.51580
N -2.20240 -0.26310 -0.48550
C -2.81620 -2.47270 0.27180
C -1.52480 -2.86920 0.61770
C -1.19950 -4.23100 0.93810
C 0.14310 -4.36220 0.78990
C 0.65220 -3.06610 0.45690
N -0.36810 -2.18110 0.38060
C -3.93590 -3.39060 0.58080
C -4.47660 -3.33720 1.86330
C -5.46790 -4.22350 2.24230
C -5.94920 -5.15540 1.33880
C -5.43310 -5.19450 0.05410
C -4.42250 -4.32640 -0.32550
C -0.86580 3.76270 1.25270
C -0.10320 3.32810 2.26360
N 1.55140 -0.45270 1.02750
H 5.17460 -6.97120 -0.34910
H 3.46570 -6.35440 -2.01300
H 2.02390 -4.38640 -1.62480
H 4.01170 -3.65980 2.08360
H 5.45740 -5.61250 1.68840
H 4.62960 -1.62750 1.30580
H 4.18010 0.54060 2.73410
H -0.68680 1.92560 4.30870
H -0.65310 2.38600 6.69120
H 1.45430 2.19380 7.97800
H 3.52130 1.52630 6.81000
H 3.53030 1.14760 4.42170
H -0.94490 3.72740 -3.75540
H -1.69410 5.23910 -5.54560
H -3.77530 6.53430 -5.27860
H -5.07070 6.36010 -3.19150
H -4.32870 4.84580 -1.39240
H -3.88570 0.11540 -3.36310
H -4.67140 -1.95410 -1.85750
H -1.92200 -4.97770 1.20070
H 0.74520 -5.23810 0.92620
H -4.10920 -2.59710 2.55940
H -5.85200 -4.18900 3.24970
H -6.72810 -5.84130 1.63500
H -5.81610 -5.91320 -0.65420
H -3.99390 -4.39500 -1.31570
H -1.25150 4.75040 1.08240
H 0.29240 3.89600 3.08390
C -2.63340 2.71630 -0.09840
C -0.75580 2.76460 -1.15670
N -0.27610 1.52230 -1.66110
N -1.09150 0.64780 -2.22210
C -3.01720 1.91130 -1.30510
B -0.56800 -0.10650 -3.47890
N -1.16030 -1.49990 -3.44860
C -1.80210 -2.22970 -4.38160
C -1.99970 -3.49000 -3.86670
C -1.43190 -3.43730 -2.58880
N -0.92940 -2.23910 -2.35540
N 0.94580 -0.27180 -3.24400
C 1.92370 -0.28740 -4.15450
C 3.11170 -0.58620 -3.51720
C 2.75900 -0.75630 -2.18260
N 1.45190 -0.56980 -2.03770
H -3.38810 3.14010 0.54430
H 0.01450 3.52320 -1.31370
H -4.06100 2.02570 -1.58030
H -0.81250 0.50370 -4.46440
H -2.06820 -1.82200 -5.33560
H -2.47170 -4.32820 -4.33730
H -1.36920 -4.21480 -1.85140
H 1.72660 -0.08430 -5.18690
H 4.08430 -0.67440 -3.95440
H 3.39210 -0.99950 -1.35110
*
```